The following is a quantum chemistry calculation of a cluster of 2 separate species, C2HClFN3S in total, from the OMol25 dataset.

The geometry in ORCA input format:
```
! RIJCOSX wB97M-V def2-TZVPD def2/J DEFGRID3
* xyz 0 1
C 2.416 -0.613 -0.155
C -1.326 0.385 0.066
N 0.466 1.406 -1.279
N -2.021 -0.628 -0.324
N -0.280 0.962 -0.532
F -1.672 1.147 1.320
S 1.265 -0.841 0.881
Cl 3.967 -1.136 -0.394
H -2.814 -0.682 0.417
*
```

Output
* orbital gap (spin up / spin down): 7.5 / 7.2 eV
* highest occupied orbital energy (spin up / spin down): -8.252 / -8.135 eV
* energy above the lowest of the compared OMol25 structures with the same formula, charge and spin: 29.3 kcal/mol
* M: 153.57 g mol⁻¹

These are the Löwdin partial charges, in e, on atoms 1 to 8: number 1, C, carries -1.20; number 2, C, carries -0.49; number 3, N, carries 0.25; number 4, N, carries 0.13; number 5, N, carries -0.08; number 6, F, carries -0.06; number 7, S, carries 0.72; number 8, Cl, carries 0.61